{"formula": "C3H11N3", "method": "wB97M-V/def2-TZVPD", "species": ["C", "C", "N", "H", "H", "H", "H", "H", "N", "C", "N", "H", "H", "H", "H", "H", "H"], "xyz": [[-2.07, -2.02, 0.07], [-0.83, -2.26, 0.54], [-0.21, -1.51, 1.54], [-2.53, -1.07, 0.34], [-2.64, -2.69, -0.55], [-0.36, -3.16, 0.19], [-0.56, -0.57, 1.47], [0.80, -1.43, 1.46], [-0.21, 2.16, -0.61], [1.18, 1.85, -0.06], [1.94, 0.79, -0.65], [-0.46, 1.49, -1.33], [-0.15, 3.09, -0.96], [1.63, 2.84, -0.09], [1.00, 1.59, 0.99], [1.38, -0.06, -0.70], [2.09, 0.95, -1.65]], "lowdin_spin": [0.067, 0.121, 0.044, 0.008, 0.007, 0.031, 0.014, 0.057, 0.069, 0.180, 0.129, 0.048, 0.028, 0.027, 0.011, 0.075, 0.087], "largest_force_ev_per_a": 2.0, "orbital_gap_ev": [3.009, 9.175], "charge": -1, "total_energy_ha": -285.07348, "e_above_lowest_kj_mol": 91.1, "multiplicity": 2, "homo_ha": [0.0467, -0.1849]}



{"formula": "C3H10N2O", "method": "wB97M-V/def2-TZVPD", "species": ["C", "C", "N", "C", "N", "H", "H", "H", "H", "H", "H", "H", "H", "O", "H", "H"], "xyz": [[-1.48, -0.28, -1.24], [-0.35, -0.71, -0.43], [-0.54, -1.12, 0.99], [0.88, -0.55, -0.97], [2.29, -0.57, -0.42], [-1.37, 0.82, -1.24], [-1.35, -0.77, -2.34], [-2.54, -0.49, -0.96], [-0.22, -0.40, 1.78], [-1.55, -1.05, 1.09], [0.86, -0.22, -2.00], [2.20, -0.84, 0.57], [2.69, 0.33, -0.37], [0.14, 1.91, 1.46], [0.89, 2.25, 1.94], [-0.54, 1.70, 2.14]], "lowdin_charge": [-0.106, -0.436, 0.033, -0.147, 0.023, 0.082, 0.132, 0.077, 0.100, 0.045, 0.093, 0.053, 0.031, -0.070, 0.029, 0.062], "largest_force_ev_per_a": 4.4, "orbital_gap_ev": 8.070, "total_energy_ha": -304.98401, "e_above_lowest_kj_mol": 238.0, "smiles": "C/C(N)=C/N.O", "homo_ha": -0.2810}



{"formula": "C3H2O2S2", "method": "wB97M-V/def2-TZVPD", "species": ["O", "C", "C", "S", "C", "O", "S", "H", "H"], "xyz": [[-0.21, 1.98, -0.20], [-0.97, 1.11, -0.47], [-0.64, -0.34, -0.29], [-1.82, -1.47, -0.32], [0.77, -0.56, 0.12], [0.98, -0.60, 1.41], [1.95, -0.78, -0.98], [-2.03, 1.28, -0.85], [1.96, -0.62, 1.57]], "lowdin_charge": [0.100, -0.311, -0.734, 0.830, -0.954, 0.031, 0.772, 0.127, 0.139], "largest_force_ev_per_a": 1.7, "orbital_gap_ev": 7.421, "total_energy_ha": -1062.31850, "e_above_lowest_kj_mol": 137.4, "smiles": "O=CC(=S)C(O)=S", "homo_ha": -0.3449}



{"formula": "C4H6N2S2", "method": "wB97M-V/def2-TZVPD", "species": ["C", "C", "C", "C", "N", "N", "S", "S", "H", "H", "H", "H", "H", "H"], "xyz": [[-2.07, -1.44, 2.27], [0.30, -0.79, 2.07], [0.90, 0.81, -3.08], [0.96, 0.27, -1.88], [-1.94, -0.17, 2.29], [-0.63, 0.14, 2.18], [-0.56, -2.29, 2.11], [1.88, 0.90, -0.52], [-3.01, -1.94, 2.35], [-0.40, 1.13, 2.18], [1.43, 1.71, -3.33], [0.30, 0.37, -3.86], [0.43, -0.63, -1.60], [2.40, 1.93, -1.18]], "lowdin_charge": [-0.477, -0.443, -0.098, -0.612, -0.024, -0.165, 0.917, 0.716, 0.063, 0.127, 0.042, 0.046, 0.047, -0.140], "largest_force_ev_per_a": 1.1, "orbital_gap_ev": 9.294, "total_energy_ha": -1061.80493, "e_above_lowest_kj_mol": 292.1, "homo_ha": -0.3146}



{"formula": "C22H40F6O12S2V", "method": "wB97M-V/def2-TZVPD", "species": ["O", "V", "C", "F", "F", "F", "S", "O", "O", "O", "C", "F", "F", "F", "S", "O", "O", "O", "C", "C", "C", "O", "C", "H", "H", "H", "H", "H", "H", "H", "H", "C", "C", "C", "O", "C", "H", "H", "H", "H", "H", "H", "H", "H", "C", "C", "C", "O", "C", "H", "H", "H", "H", "H", "H", "H", "H", "C", "C", "C", "O", "C", "H", "H", "H", "H", "H", "H", "H", "H", "C", "C", "C", "O", "C", "H", "H", "H", "H", "H", "H", "H", "H"], "xyz": [[0.57, -0.83, -0.18], [-0.26, 0.50, 0.12], [-2.47, -1.24, 4.08], [-3.78, -1.17, 3.93], [-1.96, -0.08, 4.48], [-2.19, -2.18, 4.94], [-1.52, -1.62, 2.32], [-0.23, -2.17, 2.78], [-2.34, -2.55, 1.54], [-1.32, -0.32, 1.64], [1.34, 3.41, -3.21], [0.36, 4.19, -2.67], [0.78, 2.70, -4.17], [2.27, 4.20, -3.80], [2.05, 2.29, -1.70], [2.92, 1.28, -2.34], [2.70, 3.20, -0.82], [0.87, 1.60, -1.17], [1.71, 0.66, 3.93], [2.74, 0.30, 2.90], [2.30, 0.94, 1.57], [0.91, 1.11, 1.83], [0.74, 1.55, 3.15], [2.18, 1.14, 4.78], [1.29, -0.28, 4.29], [2.89, -0.78, 3.00], [3.65, 0.81, 3.22], [2.67, 0.41, 0.69], [2.71, 1.92, 1.31], [-0.32, 1.49, 3.39], [1.07, 2.59, 3.16], [-0.52, -3.98, -3.15], [0.34, -2.79, -3.75], [-0.42, -1.56, -3.35], [-0.91, -1.87, -2.05], [-0.99, -3.30, -1.85], [0.15, -4.84, -3.18], [-1.37, -4.18, -3.79], [0.25, -2.77, -4.83], [1.37, -2.74, -3.42], [-1.31, -1.29, -3.91], [0.12, -0.61, -3.39], [-1.96, -3.51, -1.41], [-0.28, -3.66, -1.10], [-2.89, 3.66, 2.23], [-1.65, 4.52, 1.97], [-1.06, 3.91, 0.76], [-1.33, 2.51, 0.79], [-2.66, 2.39, 1.49], [-3.80, 4.10, 1.83], [-3.18, 3.45, 3.26], [-1.01, 4.35, 2.83], [-1.85, 5.59, 1.93], [0.02, 4.07, 0.73], [-1.43, 4.47, -0.09], [-2.66, 1.63, 2.27], [-3.59, 2.22, 0.95], [-3.64, 0.88, -2.87], [-3.90, -0.47, -2.18], [-3.33, -0.18, -0.77], [-2.24, 0.71, -1.07], [-2.62, 1.68, -2.07], [-4.60, 1.38, -2.99], [-3.34, 0.74, -3.91], [-3.37, -1.26, -2.71], [-4.96, -0.73, -2.26], [-3.00, -1.11, -0.31], [-4.00, 0.36, -0.10], [-1.77, 1.98, -2.68], [-3.00, 2.59, -1.61], [5.03, -3.26, -0.54], [4.72, -2.92, 0.96], [3.23, -3.19, 1.05], [2.80, -2.54, -0.16], [3.77, -2.77, -1.21], [5.16, -4.33, -0.63], [5.99, -2.84, -0.87], [4.92, -1.87, 1.21], [5.37, -3.52, 1.59], [2.74, -2.70, 1.89], [3.01, -4.26, 1.00], [3.97, -1.78, -1.62], [3.34, -3.46, -1.93]], "lowdin_spin": [-0.288, 1.225, -0.001, 0.000, 0.000, 0.000, 0.003, 0.001, 0.002, 0.020, 0.000, 0.000, 0.000, 0.000, 0.004, 0.001, 0.002, 0.022, 0.000, 0.000, 0.001, 0.005, 0.000, 0.000, 0.000, 0.000, 0.000, 0.000, 0.000, 0.000, 0.000, 0.000, 0.000, 0.000, -0.003, 0.000, 0.000, 0.000, 0.000, 0.000, 0.000, 0.000, 0.000, 0.000, 0.000, 0.000, 0.000, 0.002, 0.000, 0.000, 0.000, 0.000, 0.000, 0.000, 0.000, 0.000, 0.000, 0.000, 0.000, 0.001, 0.004, 0.001, 0.000, 0.000, 0.000, 0.000, 0.000, 0.000, 0.000, 0.000, 0.000, 0.000, 0.000, -0.001, 0.000, 0.000, 0.000, 0.000, 0.000, 0.000, 0.000, 0.000, 0.000], "largest_force_ev_per_a": 4.7, "orbital_gap_ev": [8.762, 9.268], "total_energy_ha": -4104.67026, "e_above_lowest_kj_mol": 332.1, "multiplicity": 2, "homo_ha": [-0.3327, -0.3330]}



{"formula": "C46H74Br2CaCl6I3MgN2O4S", "method": "wB97M-V/def2-TZVPD", "species": ["C", "C", "C", "C", "C", "C", "C", "C", "C", "C", "C", "C", "C", "C", "C", "C", "C", "C", "C", "I", "C", "C", "I", "C", "N", "C", "C", "S", "C", "C", "C", "I", "C", "C", "H", "H", "H", "H", "H", "H", "H", "H", "H", "H", "H", "H", "H", "H", "H", "H", "H", "H", "H", "H", "H", "H", "H", "H", "H", "H", "H", "H", "H", "H", "H", "H", "H", "H", "H", "H", "H", "H", "H", "H", "H", "H", "H", "H", "H", "H", "H", "H", "H", "H", "H", "H", "H", "H", "H", "O", "C", "O", "C", "C", "C", "H", "H", "H", "H", "H", "H", "H", "H", "C", "Cl", "Cl", "Cl", "Cl", "Cl", "C", "C", "C", "C", "C", "C", "H", "H", "H", "H", "H", "H", "Cl", "Mg", "C", "C", "C", "C", "C", "C", "N", "O", "O", "H", "H", "H", "H", "H", "Br", "Ca", "Br"], "xyz": [[1.70, 1.55, -0.74], [0.79, 2.54, 0.08], [-0.77, 2.32, -0.17], [-1.52, 2.33, 1.22], [-3.02, 1.74, 1.29], [-3.13, 0.33, 0.58], [-4.14, 0.52, -0.62], [-5.65, 0.24, -0.19], [-6.46, -0.34, -1.42], [-7.05, -1.75, -1.04], [-6.10, -2.85, -1.67], [-5.61, -3.81, -0.54], [-4.35, -3.17, 0.17], [-3.05, -3.36, -0.68], [-1.91, -4.24, -0.06], [-0.55, -3.45, -0.09], [0.17, -3.68, 1.28], [1.73, -3.51, 1.30], [2.25, -2.33, 2.16], [3.83, -2.80, 3.57], [1.84, -1.06, 2.08], [0.73, -0.65, 1.09], [2.70, 0.46, 3.35], [2.45, -3.56, -0.08], [1.67, -3.07, -1.24], [0.30, -3.68, -1.38], [-0.40, -2.77, -2.47], [0.49, -2.71, -4.07], [0.81, -0.94, -4.42], [2.28, -0.70, -4.86], [0.50, -5.16, -1.84], [-1.01, -5.90, -3.22], [0.63, -6.23, -0.71], [1.49, -7.43, -1.31], [2.31, 2.15, -1.45], [2.41, 1.01, -0.08], [1.05, 0.83, -1.28], [0.94, 2.48, 1.17], [1.02, 3.57, -0.23], [-1.15, 3.17, -0.77], [-0.90, 1.37, -0.83], [-0.90, 1.74, 1.93], [-1.58, 3.37, 1.58], [-3.28, 1.58, 2.36], [-3.76, 2.43, 0.85], [-3.58, -0.40, 1.28], [-2.15, -0.08, 0.28], [-3.84, -0.11, -1.48], [-4.13, 1.56, -1.00], [-6.16, 1.18, 0.11], [-5.66, -0.43, 0.69], [-7.30, 0.32, -1.71], [-5.78, -0.43, -2.28], [-8.08, -1.88, -1.42], [-7.11, -1.88, 0.06], [-6.73, -3.46, -2.36], [-5.23, -2.41, -2.17], [-6.41, -3.95, 0.23], [-5.31, -4.81, -0.95], [-4.54, -2.08, 0.25], [-4.26, -3.57, 1.22], [-3.30, -3.79, -1.68], [-2.67, -2.34, -0.89], [-2.17, -4.34, 1.02], [-1.88, -5.26, -0.45], [-0.85, -2.38, -0.12], [-0.08, -4.70, 1.60], [-0.32, -3.02, 2.03], [2.10, -4.42, 1.83], [1.01, -0.70, 0.03], [-0.19, -1.19, 1.35], [0.51, 0.42, 1.30], [3.38, -2.96, -0.01], [2.78, -4.59, -0.29], [2.25, -3.26, -2.07], [1.51, -2.06, -1.26], [-0.43, -1.73, -2.07], [-1.44, -3.06, -2.66], [0.63, -0.37, -3.48], [0.14, -0.55, -5.19], [2.38, 0.39, -5.06], [2.51, -1.19, -5.82], [3.01, -0.93, -4.06], [1.45, -5.19, -2.42], [-0.32, -6.70, -0.40], [1.19, -5.91, 0.19], [1.85, -8.00, -0.44], [0.92, -8.04, -2.03], [2.40, -6.98, -1.77], [-2.10, -6.33, 4.22], [-3.21, -6.00, 4.49], [-3.39, -4.91, 5.27], [-4.65, -4.29, 5.51], [-5.38, -4.95, 6.67], [-4.42, -6.81, 4.07], [-5.26, -4.26, 4.60], [-4.43, -3.25, 5.77], [-5.61, -5.99, 6.45], [-6.31, -4.42, 6.88], [-4.76, -4.93, 7.56], [-4.58, -7.59, 4.81], [-4.27, -7.32, 3.01], [-5.32, -6.22, 3.94], [6.46, 2.46, 4.65], [6.16, 0.88, 5.40], [7.89, 3.20, 5.38], [6.73, 2.25, 2.91], [5.06, 3.51, 4.91], [-3.05, -8.05, 1.92], [5.35, 3.72, -1.81], [4.52, 4.42, -0.95], [4.52, 5.81, -0.97], [5.35, 6.50, -1.86], [6.18, 5.79, -2.72], [6.18, 4.40, -2.69], [5.36, 2.64, -1.79], [3.87, 3.89, -0.26], [3.88, 6.36, -0.29], [5.35, 7.58, -1.88], [6.82, 6.32, -3.41], [6.83, 3.85, -3.36], [-1.36, 0.17, -2.23], [-6.19, -5.20, 1.79], [7.60, 13.08, -2.51], [7.70, 12.43, -1.29], [6.71, 11.56, -0.88], [5.61, 11.35, -1.70], [5.49, 12.00, -2.93], [6.49, 12.87, -3.33], [4.59, 10.43, -1.29], [4.71, 9.88, -0.19], [3.62, 10.23, -2.07], [8.38, 13.75, -2.84], [8.56, 12.60, -0.66], [6.80, 11.06, 0.08], [4.64, 11.84, -3.57], [6.41, 13.38, -4.28], [-7.18, -2.67, 3.12], [2.62, 8.24, -1.47], [-2.89, 3.45, 3.27]], "lowdin_charge": [-0.131, -0.250, -0.247, -0.334, -0.346, -0.203, -0.238, -0.178, -0.180, -0.179, -0.161, -0.248, -0.174, -0.166, -0.125, -0.229, -0.090, -0.303, -0.700, 0.788, -0.732, -0.120, 0.792, -0.074, 0.092, -0.431, -0.525, 0.835, -0.553, -0.179, -0.609, 0.994, -0.301, -0.108, 0.055, 0.051, 0.010, 0.068, 0.075, 0.104, -0.094, 0.083, -0.039, -0.033, 0.085, 0.093, 0.039, 0.028, 0.107, 0.110, 0.078, 0.103, 0.094, 0.107, 0.060, 0.115, 0.112, -0.005, 0.121, 0.083, 0.087, 0.102, 0.088, 0.114, 0.068, 0.104, 0.119, 0.130, 0.107, 0.053, 0.079, 0.031, 0.146, 0.134, 0.148, 0.155, -0.061, 0.035, -0.025, 0.074, 0.071, 0.068, 0.056, 0.075, 0.094, 0.091, 0.080, 0.052, 0.073, 0.079, -0.566, -0.010, -0.255, -0.059, -0.136, 0.009, 0.126, 0.067, 0.082, 0.085, 0.101, -0.188, -0.001, -2.051, 0.508, 0.529, 0.494, 0.501, -0.185, -0.052, -0.068, -0.157, -0.136, -0.072, -0.053, 0.116, 0.109, 0.048, 0.072, 0.114, 0.116, 0.143, 1.002, -0.039, -0.045, 0.013, -0.161, 0.007, -0.048, -0.362, 0.008, -0.221, 0.118, 0.119, 0.124, 0.119, 0.118, -0.144, 1.465, 0.275], "largest_force_ev_per_a": 3.3, "orbital_gap_ev": 1.480, "charge": 1, "total_energy_ha": -12285.08620, "homo_ha": -0.2729}